23
Properties=species:S:1:pos:R:3:forces:R:3 method="wB97M-V/def2-TZVPD" spin_multiplicity=1 charge=0 homo_lumo_gap_ha=0.36524 e_homo_ev=-9.16 lumo_ha=0.029 total_energy_ev=-29382.7365
C -1.3757 1.1600 -0.8542 1.9718 -0.9425 -3.7970
C -0.2516 -0.9910 -1.3080 -3.1436 2.1661 -2.7440
C -1.7503 -0.4531 -2.4497 2.3545 -5.0573 0.9091
C 2.2415 -0.7236 2.4665 -1.0446 0.9127 1.8127
C 0.8474 0.5898 0.1975 -1.6947 1.3195 1.3179
C 0.6675 0.8467 1.7069 0.4127 -0.2899 0.9170
N -2.3703 0.5250 -1.7816 2.2802 3.1033 1.0938
N -0.3862 0.1501 -0.4577 0.7232 -0.8071 -0.5804
O 1.9018 0.6995 2.3957 0.4219 -1.4840 0.2598
F -1.2106 -0.2200 -3.6290 0.7183 1.3623 -0.9406
F -2.6009 -1.4987 -2.7183 0.1876 0.4371 0.7761
Cl -0.6917 -2.5990 -0.5953 0.5503 0.7439 -0.1609
H -0.8125 1.9879 -1.4052 -0.9940 -0.7019 0.7282
H -1.7918 1.4533 0.0174 -1.8537 1.5957 2.4143
H 0.6640 -1.0328 -1.9809 -1.0602 -0.3176 1.1314
H 3.1128 -0.8368 3.1131 0.0000 0.2197 -0.1883
H 2.4643 -1.0123 1.4800 0.3825 -1.0054 -1.0190
H 1.4118 -1.3784 2.9329 0.9428 1.1688 -0.8607
H 1.4209 1.4687 -0.1508 -0.4252 -0.4406 -0.8315
H 1.3682 -0.3032 0.1327 1.8694 -1.1679 -0.0423
H 0.0221 0.1111 2.1589 -0.8067 -0.4356 -0.2498
H 0.3068 1.8085 2.0681 -0.1579 0.3431 -0.7785
H -3.1878 0.2485 -1.3387 -1.6347 -0.7221 0.8327